The following is a quantum chemistry calculation of an isolated molecule of C7H11NO at a distorted geometry, from the Open Molecules 2025 dataset.

Summary:
- relative energy (zero: lowest compared OMol25 entry of this formula, charge and spin) (kJ/mol) = 258.1
- E (a.u.) = -403.23567
- total charge = 0
- highest occupied orbital energy (eV) = -9.125
- SMILES string = CC1(C)C=C[C@@H]1C(N)=O
- HOMO-LUMO gap (eV) = 9.9
- lowest unoccupied orbital energy (eV) = 0.78

Structure (XYZ):
```
20
Properties=species:S:1:pos:R:3:forces:R:3:nbo_charge:R:1
H 0.52344 -2.26242 -0.30348 -1.12 -0.23 0.42 0.214
C 1.74218 0.95255 0.65616 -2.32 -1.19 -0.41 0.682
H 0.10625 2.76993 -0.78927 -1.18 -0.95 0.06 0.221
H 1.09305 -1.32189 -1.40439 2.16 1.82 -1.09 0.228
C -0.87150 0.81425 -1.41886 -1.10 0.82 0.65 -0.220
H -2.75700 -1.15810 -0.31130 0.92 0.18 0.07 0.219
C -1.93136 -0.69651 0.28296 -0.61 -1.77 2.58 -0.617
H -1.79923 -1.38880 1.26537 0.01 1.22 -2.37 0.199
C 0.16492 -1.49119 -0.99277 -0.85 -1.10 0.71 -0.640
H 1.35209 -0.64544 1.84011 0.90 0.39 0.01 0.400
C -0.63703 -0.34969 -0.43512 0.17 1.46 1.26 -0.007
H -1.60871 0.96605 -2.26530 1.43 -0.59 0.74 0.224
H -2.36227 0.20525 0.72443 0.08 0.12 -0.26 0.218
O 2.45384 1.77216 0.13919 0.40 0.24 0.06 -0.600
H -0.07739 1.18194 1.60367 -0.70 -0.79 -2.01 0.230
H 2.99300 -0.01741 1.88353 1.73 -0.36 0.88 0.396
C 0.17042 0.88489 0.50075 0.81 -0.17 -0.25 -0.376
H -0.35787 -1.90560 -1.84690 -0.53 -0.54 0.13 0.220
C -0.29953 1.73048 -0.62955 1.24 1.71 -0.70 -0.162
N 2.10270 -0.04045 1.50077 -1.45 -0.27 -0.46 -0.829
```
Positions in Å, forces in eV/Å.

The following is a quantum chemistry calculation of the ion CHO5S with charge -1 at a distorted geometry, from the Open Molecules 2025 dataset.

Summary:
- relative energy (zero: lowest compared OMol25 entry of this formula, charge and spin) (kJ/mol) = 512.5
- E (a.u.) = -813.01152
- total charge = -1
- highest occupied orbital energy (eV) = -5.544
- SMILES string = O=S(=O)([O-])C1OO1
- HOMO-LUMO gap (eV) = 9.6
- lowest unoccupied orbital energy (eV) = 4.07

Structure (XYZ):
```
8
Properties=species:S:1:pos:R:3:forces:R:3:nbo_charge:R:1
O -0.66330 1.73193 -0.63516 1.11 -2.53 -2.71 -0.289
C 0.25228 0.64412 -0.01568 -1.65 2.63 0.06 0.015
O 2.12376 -0.61193 -1.20464 0.03 -1.38 -1.49 -1.006
O 1.77923 -0.60222 1.22266 0.33 -0.76 0.61 -1.008
O -0.25538 1.73091 0.67540 1.36 -0.14 3.48 -0.283
H -0.14891 -0.30898 0.28139 -1.34 -0.13 -0.56 0.181
O 2.97148 1.22678 0.11919 -1.34 -0.75 -0.09 -0.995
S 1.99226 0.13340 -0.00362 1.51 3.05 0.70 2.384
```
Positions in Å, forces in eV/Å.

The following is a quantum chemistry calculation of a cluster of 2 separate species, C3H5ClF2 in total at a distorted geometry, from the Open Molecules 2025 dataset.

Summary:
- relative energy (zero: lowest compared OMol25 entry of this formula, charge and spin) (kJ/mol) = 146.3
- E (a.u.) = -777.17306
- total charge = 0
- highest occupied orbital energy (eV) = -10.019
- SMILES string = C=CF.FCCl
- HOMO-LUMO gap (eV) = 11.0
- lowest unoccupied orbital energy (eV) = 0.94

Structure (XYZ):
```
11
Properties=species:S:1:pos:R:3:forces:R:3:nbo_charge:R:1
Cl -2.03446 -0.52958 -0.37138 -0.03 0.01 -0.03 -0.068
H -0.46465 -0.47718 1.37243 -0.03 0.09 -0.02 0.183
H 3.42225 -0.46442 0.66688 -0.09 -0.02 -0.02 0.217
C 1.54594 -0.40046 -0.27423 0.44 -0.14 -0.07 0.234
F -0.25791 1.21122 0.31250 -1.17 0.27 0.60 -0.330
H -1.75985 0.76460 1.56638 0.06 -0.01 -0.07 0.185
C -1.06836 0.28139 0.87743 -0.38 0.06 0.38 0.038
H 2.37618 -2.00690 0.75988 -0.02 0.15 -0.09 0.215
H 0.60661 -0.85747 -0.55620 0.17 -0.05 -0.15 0.168
C 2.50350 -0.98423 0.42304 -0.06 0.06 -0.03 -0.509
F 1.64888 0.86255 -0.71843 1.11 -0.42 -0.51 -0.333
```
Positions in Å, forces in eV/Å.

> HOMO-LUMO gap of number 2 (CHO5S)?

9.6 eV